Entry from the OMol25 dataset: a 2-piece molecular cluster, C2H8NSe overall in a non-equilibrium geometry (wB97M-V/def2-TZVPD).

XYZ file:
```
12
C2H8NSe (wB97M-V/def2-TZVPD)
C 0.81 -0.21 1.51
C -1.13 0.13 -0.36
N 2.08 -0.15 1.21
Se -0.86 0.24 -2.12
H 0.16 -1.08 1.83
H 0.52 0.89 1.64
H -1.40 1.09 0.00
H -1.79 -0.61 -0.18
H 2.65 -0.91 1.01
H 2.49 0.80 0.99
H -1.51 -1.03 -2.60
H -2.03 0.84 -2.94
```

Properties
2S+1: 1
E: -69028.7137 eV
Net charge: +1
Max |F|: 3.8 eV/Å
LUMO: -4.3 eV